(1)
Entry from OMol25: 2 unconnected molecules or ions with the total composition C6H9N (the ωB97M-V functional and the def2-TZVPD basis).

E_HOMO (alpha / beta): -6.0 / -9.6 eV
⟨S²⟩: 2.01
HOMO-LUMO gap (alpha / beta): 0.2510 / 0.2814 Eh
ΔE to the lowest compared entry with this formula, charge and spin: 89.8 kcal per mole
E_tot: -288.44433 hartree

Geometry as ORCA input:
```
! RIJCOSX wB97M-V def2-TZVPD def2/J DEFGRID3
* xyz 0 3
C -2.7990 -0.1935 -0.5861
C -1.5949 0.3544 -0.0897
C -2.5571 0.0264 1.0709
C 1.1149 -0.6924 -1.4852
C 2.1123 1.2862 -0.4417
C 1.4589 -0.0602 -0.3700
N -3.2248 -0.9411 0.4772
H -0.6808 -0.3442 0.0211
H -1.1332 1.3325 -0.3598
H -3.5299 0.3340 -1.3043
H 0.7276 -1.6522 -1.5480
H 1.2282 -0.3116 -2.4878
H 1.3361 1.8579 0.1132
H 2.4602 1.4530 -1.5002
H 2.9599 1.2252 0.1623
H 1.2375 -0.5866 0.6050
*
```



(2)
Entry from OMol25: a gas-phase ion, C6H9N2 (charge +1) (the ωB97M-V functional and the def2-TZVPD basis).

E_HOMO: -15.1 eV
HOMO-LUMO gap: 0.3280 Eh
ΔE to the lowest compared entry with this formula, charge and spin: 88.5 kcal per mole
SMILES: CC1=NC=[N+]=C[C@@H]1C
E_tot: -343.18042 hartree

Geometry as ORCA input:
```
! RIJCOSX wB97M-V def2-TZVPD def2/J DEFGRID3
* xyz 1 1
C 0.9077 -1.8979 0.6330
C 0.0198 -0.8786 0.0489
N -1.0367 -1.2414 -0.7294
C -2.2378 -0.8406 -0.5286
N -2.4695 0.1363 0.4411
C -1.4569 0.7836 0.7636
C 0.0308 0.5251 0.3156
C 0.2285 1.5826 -0.8068
H 0.2150 -2.4788 1.3241
H 1.7076 -1.2891 1.1068
H 1.4444 -2.4686 -0.1335
H -3.0799 -0.9055 -1.2159
H -1.5441 1.7003 1.3090
H 0.9149 0.6994 1.0340
H 0.4144 1.1789 -1.7604
H 1.0106 2.3020 -0.7647
H -0.6602 2.2139 -0.9806
*
```



(3)
Entry from OMol25: 2 unconnected molecules or ions with the total composition C6H9N2O (the ωB97M-V functional and the def2-TZVPD basis).

E_HOMO: -13.4 eV
HOMO-LUMO gap: 0.3137 Eh
ΔE to the lowest compared entry with this formula, charge and spin: 67.8 kcal per mole
E_tot: -418.40538 hartree

Geometry as ORCA input:
```
! RIJCOSX wB97M-V def2-TZVPD def2/J DEFGRID3
* xyz 1 1
C -1.0412 2.4840 -0.0388
C -1.6995 1.3387 0.0541
C 0.2400 -0.4500 1.0454
C 2.1636 -0.7843 -0.3974
C 1.0915 -1.4667 0.4802
C -1.1610 0.0884 -0.5125
N -2.5694 -1.8600 -0.4965
N -1.9260 -0.9507 -0.5467
O 0.0780 0.2718 1.9224
H -1.4272 3.3836 0.4094
H -0.1038 2.5803 -0.5590
H -2.6293 1.2574 0.5939
H 2.9532 -1.5027 -0.5958
H 1.7541 -0.4619 -1.3477
H 2.6016 0.0758 0.1065
H 1.5807 -1.9753 1.3214
H 0.5496 -2.2086 -0.1078
H -0.4550 0.1800 -1.3313
*
```



(4)
Entry from OMol25: a molecular structure, C6H9N2O2 (the ωB97M-V functional and the def2-TZVPD basis).

E_HOMO: -4.5 eV
HOMO-LUMO gap: 0.3032 Eh
ΔE to the lowest compared entry with this formula, charge and spin: 12.3 kcal per mole
E_tot: -494.10303 hartree

Geometry as ORCA input:
```
! RIJCOSX wB97M-V def2-TZVPD def2/J DEFGRID3
* xyz -1 1
C -2.0422 -2.5452 -1.4213
C -1.5366 0.0859 1.0230
C -0.2255 -1.1081 -0.2476
C -1.5491 -1.4910 -0.4522
N -0.2235 -0.2059 0.7521
N -2.3345 -0.6939 0.3050
H 0.8398 0.3226 1.0532
H -1.7734 0.7358 1.8428
H 0.7107 -1.3532 -0.7255
H -1.2725 -2.6857 -2.1844
H -2.8850 -2.1452 -1.9805
H -2.3212 -3.4375 -0.8846
C 1.8375 2.3050 -0.1320
C 2.3945 1.8225 1.1866
O 1.8392 0.7879 1.7495
O 3.4068 2.3534 1.6555
H 1.0943 1.6041 -0.5182
H 2.6173 2.3343 -0.8986
H 1.4235 3.3141 -0.1226
*
```



(5)
Entry from OMol25: 2 unconnected molecules or ions with the total composition C6H9N2O2 (the ωB97M-V functional and the def2-TZVPD basis).

E_HOMO: -4.5 eV
HOMO-LUMO gap: 0.2962 Eh
ΔE to the lowest compared entry with this formula, charge and spin: 44.5 kcal per mole
E_tot: -494.05177 hartree

Geometry as ORCA input:
```
! RIJCOSX wB97M-V def2-TZVPD def2/J DEFGRID3
* xyz -1 1
C -2.3408 3.1085 -1.3966
C 0.7071 1.3364 -1.1070
C -1.4068 1.0575 -0.1446
C -1.3006 2.1905 -0.9416
N -0.0409 0.5799 -0.1479
N -0.0413 2.2967 -1.5605
H 0.3242 -0.2415 0.3602
H 1.7226 1.3185 -1.3095
H -2.1605 0.5294 0.2943
H -3.2421 2.8957 -0.9496
H -2.5995 2.8206 -2.4120
H -2.1600 4.2154 -1.3968
C 2.2907 -2.1880 0.7554
C 0.9924 -2.6205 1.3463
O 0.1944 -1.6882 1.2160
O 0.6852 -3.6592 1.8336
H 2.9686 -3.0808 0.8318
H 2.6277 -1.4468 1.3452
H 2.4056 -1.6732 -0.2737
*
```



(6)
Entry from OMol25: 2 unconnected molecules or ions with the total composition C6H9N2O2 (the ωB97M-V functional and the def2-TZVPD basis).

E_HOMO: -4.9 eV
HOMO-LUMO gap: 0.3127 Eh
ΔE to the lowest compared entry with this formula, charge and spin: 6.3 kcal per mole
E_tot: -494.11267 hartree

Geometry as ORCA input:
```
! RIJCOSX wB97M-V def2-TZVPD def2/J DEFGRID3
* xyz -1 1
C 2.9279 1.6530 -0.6358
C 1.5786 -0.9671 1.3294
C 0.8868 0.0500 -0.4483
C 2.0751 0.5749 -0.0587
N 0.5830 -0.9783 0.4167
N 2.5142 -0.0948 1.0742
H -0.4494 -1.1390 0.6496
H 1.5432 -1.6702 2.1472
H 0.1840 0.2894 -1.2356
H 2.7032 1.8499 -1.6896
H 3.9930 1.4263 -0.5572
H 2.7530 2.5998 -0.1189
C -3.0587 -0.3384 -0.7626
C -3.0434 -0.7872 0.7091
O -1.8935 -0.9482 1.2271
O -4.1360 -0.9075 1.2718
H -2.2294 -0.7741 -1.3297
H -2.9104 0.7407 -0.7741
H -4.0213 -0.5794 -1.2145
*
```



One value per record, in order, for largest force on an atom: 6.4, 3.7, 3.7, 2.4, 6.7, 0.9 eV Å⁻¹.